# 1
C2H18O7 | ωB97M-V with the def2-TZVPD basis set

```
! RIJCOSX wB97M-V def2-TZVPD def2/J DEFGRID3
* xyz 0 1
C -1.59 2.34 -4.11
O -0.56 2.77 -4.98
H -2.11 3.23 -3.77
H -2.37 1.63 -4.41
H -1.31 1.85 -3.17
H -0.22 3.59 -4.62
C -0.09 0.25 0.10
O -0.78 -0.08 1.29
H 0.29 1.27 0.16
H 0.68 -0.46 -0.21
H -0.79 0.42 -0.72
H -1.17 -0.94 1.10
O 2.72 -2.13 1.08
H 3.00 -2.85 1.64
H 1.87 -2.40 0.74
O 0.49 2.19 3.67
H 0.75 1.69 4.45
H 0.07 1.54 3.10
O 2.80 0.90 2.23
H 2.62 1.48 1.49
H 2.79 0.02 1.85
O -2.06 -2.50 1.00
H -2.35 -2.53 1.91
H -2.86 -2.56 0.49
O 0.35 -3.07 0.09
H 0.30 -2.84 -0.84
H -0.50 -2.81 0.45
*
```

Results
ΔE to the lowest compared entry with this formula, charge and spin: 169.8 kJ/mol
E_HOMO: -10.212 eV
Structure (SMILES): CO.CO.O.O.O.O.O
Calculated total energy: -613.61410 a.u.

Mulliken population analysis, charges in e, atoms 1 to 5: C -0.43; O -0.49; H 0.27; H 0.28; H 0.09

***

# 2
C2H19O8 | ωB97M-V with the def2-TZVPD basis set

```
! RIJCOSX wB97M-V def2-TZVPD def2/J DEFGRID3
* xyz -1 1
O -0.07 0.00 -0.51
H -0.19 0.36 0.39
C -1.04 -0.16 3.16
C 0.42 -0.07 3.41
O 1.14 -0.57 2.29
H -1.34 -1.11 2.73
H -1.32 0.61 2.45
H -1.66 -0.05 4.05
H 0.54 -0.57 4.37
H 0.63 0.98 3.60
H 0.65 -0.48 1.47
O -1.13 -2.45 -1.23
H -0.74 -1.68 -0.81
H -1.51 -2.12 -2.04
O 0.58 -0.89 -3.01
H -0.24 -0.72 -3.48
H 0.34 -0.82 -2.09
O 2.88 -0.84 -1.36
H 3.78 -0.64 -1.12
H 2.43 0.00 -1.31
O -0.92 1.85 -2.22
H -0.56 1.17 -1.65
H -0.20 2.07 -2.81
O -2.86 0.10 -0.24
H -1.96 -0.22 -0.16
H -2.76 1.01 -0.52
O 2.01 1.62 -1.32
H 1.18 1.17 -1.15
H 1.92 2.46 -0.88
*
```

Results
ΔE to the lowest compared entry with this formula, charge and spin: 91.0 kJ/mol
E_HOMO: -6.314 eV
Calculated total energy: -689.54995 a.u.

Mulliken population analysis, charges in e, atoms 1 to 5: O -0.31; H 0.00; C -1.14; C -0.12; O -0.52

***

# 3
C2H2 | ωB97M-V with the def2-TZVPD basis set

```
! RIJCOSX wB97M-V def2-TZVPD def2/J DEFGRID3
* xyz 0 1
C 1.44 -0.21 -0.02
C -1.64 -0.04 -0.07
H 1.38 0.30 -0.95
H -1.18 -0.05 1.03
*
```

Results
ΔE to the lowest compared entry with this formula, charge and spin: 1079.5 kJ/mol
E_HOMO (alpha / beta): -8.172 / -8.175 eV
Calculated total energy: -76.91215 a.u.

List of Mulliken charges in e, atom by atom: C -0.24; C -0.15; H 0.22; H 0.16

***

- Among the records above, which one has the highest ΔE to the lowest compared entry with this formula, charge and spin?
  C2H2